Entry from the Open Molecules 2025 dataset: a structure of composition C5H8Cl2N2PtS4Sb (ωB97M-V with the def2-TZVPD basis set).

The energy above the lowest of the compared OMol25 structures with the same formula, charge and spin is 0.056 eV. Its LUMO energy (spin up / spin down) is 0.07307 / 0.02908 Ha. The net charge is -1. The HOMO-LUMO gap (spin up / spin down) comes out at 6.692 / 5.456 eV. As for the HOMO energy (spin up / spin down): -4.70 / -4.66 eV. The multiplicity is 3.

Geometry (Å):
Pt1 0.55 -0.64 0.05
Cl1 -1.08 -2.35 -0.13
C1 -3.00 0.48 -0.49
Cl2 -2.39 2.04 -0.26
H1 -2.94 -0.19 0.35
H2 -3.05 0.12 -1.51
S1 2.38 2.17 3.87
Sb1 2.65 0.37 2.57
S2 0.69 -0.98 2.31
S3 2.11 0.90 0.16
S4 4.60 -0.75 2.41
C2 -0.22 -1.47 -5.38
N1 0.00 -0.74 -4.15
C3 0.11 0.63 -4.02
C4 0.33 0.87 -2.70
N2 0.35 -0.33 -2.03
C5 0.14 -1.27 -2.92
H3 -0.43 -0.76 -6.18
H4 -1.08 -2.14 -5.27
H5 0.66 -2.05 -5.64
H6 0.03 1.29 -4.86
H7 0.47 1.80 -2.18
H8 0.07 -2.32 -2.70

Löwdin population analysis, charges in e, atoms 1 to 4:
1 Pt 0.2716
2 Cl -0.2014
3 C -0.5425
4 Cl 0.5130

Entry from the Open Molecules 2025 dataset: a cluster of 8 separate species, C25H43Cl2FO6 in total (ωB97M-V with the def2-TZVPD basis set).

The energy above the lowest of the compared OMol25 structures with the same formula, charge and spin is 0.614 eV. Its LUMO energy is 0.01383 Ha. As for the structure (SMILES): Fc1ccccc1.CC(C)=O.CC(C)=O.CC(C)=O.CC(C)=O.CC(C)=O.CC(C)=O.ClCCl. The net charge is 0. The HOMO-LUMO gap comes out at 9.176 eV. As for the HOMO energy: -8.80 eV.

Geometry (Å):
F1 6.18 -3.31 3.98
C1 5.01 -2.69 3.72
C2 4.43 -1.95 4.72
C3 3.25 -1.26 4.46
C4 2.65 -1.42 3.22
C5 3.20 -2.27 2.27
C6 4.38 -2.96 2.52
H1 4.89 -1.87 5.70
H2 2.90 -0.50 5.14
H3 1.72 -0.91 2.98
H4 2.70 -2.39 1.32
H5 4.85 -3.59 1.79
C7 -5.50 -0.19 -3.75
C8 -4.38 0.32 -2.90
C9 -3.02 -0.28 -3.06
O1 -4.55 1.29 -2.19
H6 -5.48 -1.25 -4.01
H7 -5.58 0.42 -4.66
H8 -6.43 -0.03 -3.20
H9 -2.84 -0.66 -4.06
H10 -2.92 -1.12 -2.36
H11 -2.28 0.44 -2.73
C10 0.96 -3.25 -2.53
C11 2.41 -2.95 -2.20
C12 3.43 -3.09 -3.30
O2 2.75 -2.71 -1.06
H12 0.63 -2.60 -3.35
H13 0.34 -2.98 -1.68
H14 0.83 -4.29 -2.80
H15 3.51 -4.16 -3.52
H16 4.39 -2.78 -2.90
H17 3.22 -2.57 -4.22
C13 -2.96 0.58 3.82
C14 -1.57 0.00 3.77
C15 -1.38 -1.33 3.06
O3 -0.62 0.57 4.24
H18 -3.68 -0.23 3.89
H19 -3.10 1.10 2.87
H20 -3.08 1.25 4.66
H21 -0.87 -1.18 2.11
H22 -2.30 -1.87 2.83
H23 -0.75 -1.96 3.68
C16 2.31 2.48 -3.82
C17 2.45 1.08 -4.37
C18 1.47 0.65 -5.43
O4 3.29 0.31 -3.97
H24 1.39 2.50 -3.22
H25 2.26 3.26 -4.58
H26 3.11 2.70 -3.11
H27 2.01 0.56 -6.37
H28 0.65 1.35 -5.60
H29 1.07 -0.33 -5.18
C19 1.17 0.13 0.33
C20 0.20 0.36 -0.81
C21 -0.16 1.79 -1.12
O5 -0.24 -0.57 -1.45
H30 2.14 0.58 0.11
H31 1.28 -0.94 0.50
H32 0.78 0.58 1.25
H33 -0.95 2.10 -0.42
H34 -0.57 1.87 -2.12
H35 0.68 2.47 -0.96
C22 -3.81 1.53 1.25
C23 -3.83 2.81 2.06
C24 -5.16 3.28 2.61
O6 -2.82 3.41 2.30
H36 -2.78 1.25 1.06
H37 -4.32 1.71 0.30
H38 -4.34 0.72 1.75
H39 -5.94 2.54 2.47
H40 -5.44 4.19 2.07
H41 -5.07 3.51 3.67
Cl1 2.05 2.65 4.42
C25 2.69 2.57 2.79
Cl2 4.41 2.23 2.75
H42 2.16 1.78 2.27
H43 2.51 3.52 2.30

Löwdin population analysis, charges in e, atoms 1 to 4:
1 F 0.0483
2 C -0.2862
3 C -0.0146
4 C -0.0782

Entry from the Open Molecules 2025 dataset: a structure of composition C3H4LaO3 (ωB97M-V with the def2-TZVPD basis set).

Its LUMO energy is -0.57415 Ha. The net charge is +3. The HOMO-LUMO gap comes out at 7.524 eV. As for the HOMO energy: -23.15 eV.

Geometry (Å):
H1 -2.37 1.61 0.72
O1 0.36 1.05 0.58
La1 3.00 0.99 0.57
C1 -0.62 1.19 -0.17
C2 -1.96 0.71 0.18
H2 -0.44 1.52 -1.21
H3 -2.51 0.49 -0.74
H4 -1.93 -0.13 0.89
O2 2.80 -1.54 -0.03
C3 2.19 -2.52 -0.25
O3 1.48 -3.38 -0.55

Löwdin population analysis, charges in e, atoms 1 to 4:
1 H 0.1605
2 O -0.1927
3 La 2.6968
4 C -0.1922

Entry from the Open Molecules 2025 dataset: an isolated molecule of C6H10O (ωB97M-V with the def2-TZVPD basis set).

The energy above the lowest of the compared OMol25 structures with the same formula, charge and spin is 1.656 eV. Its LUMO energy is 0.02653 Ha. As for the structure (SMILES): C/C=C(/C)CC=O. The net charge is 0. The HOMO-LUMO gap comes out at 9.131 eV. As for the HOMO energy: -8.41 eV.

Geometry (Å):
C1 -2.11 -0.26 0.34
C2 -0.79 0.42 0.58
C3 0.26 0.47 -0.26
C4 1.30 1.55 -0.15
C5 0.55 -0.79 -1.05
C6 0.95 -1.47 0.26
O1 0.19 -1.90 1.10
H1 -2.78 0.58 0.13
H2 -2.13 -0.91 -0.54
H3 -2.51 -0.81 1.19
H4 -0.72 0.93 1.54
H5 1.08 2.32 -0.89
H6 1.27 2.03 0.84
H7 2.33 1.22 -0.34
H8 1.38 -0.73 -1.76
H9 -0.31 -1.25 -1.54
H10 2.03 -1.41 0.46

Löwdin population analysis, charges in e, atoms 1 to 4:
1 C -0.0825
2 C -0.1449
3 C -0.3413
4 C -0.0573

Entry from the Open Molecules 2025 dataset: a structure of composition C33H50As3N5OZr (ωB97M-V with the def2-TZVPD basis set).

The energy above the lowest of the compared OMol25 structures with the same formula, charge and spin is 0.735 eV. Its LUMO energy is -0.20135 Ha. The net charge is +2. The HOMO-LUMO gap comes out at 7.431 eV. As for the HOMO energy: -12.91 eV.

Geometry (Å):
Zr1 0.06 1.09 -0.19
C1 -1.36 4.06 0.80
N1 -1.14 3.27 -0.42
C2 -0.83 4.08 -1.61
C3 0.27 3.43 -2.37
N2 0.98 2.43 -1.88
C4 2.00 2.20 -2.84
C5 3.09 1.34 -2.82
C6 3.96 1.39 -3.90
C7 3.76 2.28 -4.96
C8 2.70 3.16 -4.98
C9 1.84 3.10 -3.89
N3 0.72 3.86 -3.55
C10 -0.64 3.41 1.93
N4 0.02 2.28 1.79
C11 0.69 2.07 3.01
C12 1.60 1.10 3.41
C13 2.13 1.20 4.68
C14 1.76 2.24 5.55
C15 0.87 3.22 5.17
C16 0.36 3.10 3.88
N5 -0.50 3.94 3.15
H1 -0.97 5.07 0.68
H2 -2.43 4.15 1.02
H3 -2.02 2.77 -0.63
H4 -1.71 4.22 -2.23
H5 -0.48 5.07 -1.30
H6 3.26 0.67 -2.00
H7 4.82 0.73 -3.91
H8 4.46 2.28 -5.79
H9 2.55 3.86 -5.79
H10 0.33 4.62 -4.08
H11 1.90 0.30 2.74
H12 2.84 0.46 5.02
H13 2.19 2.28 6.54
H14 0.59 4.03 5.82
H15 -0.90 4.80 3.47
C17 -2.00 0.21 -1.10
C18 -1.72 0.70 -2.43
C19 -2.62 1.71 -2.72
C20 -3.50 1.87 -1.62
C21 -3.13 0.97 -0.63
H16 -1.88 -0.84 -0.84
H17 -1.02 0.26 -3.13
H18 -2.67 2.25 -3.66
H19 -4.33 2.57 -1.57
H20 -3.65 0.83 0.30
C22 2.56 -1.61 -2.23
As1 0.84 -1.47 -1.33
C23 -0.20 -2.40 -2.66
C24 1.35 -2.75 0.07
C25 0.40 -3.57 0.97
C26 1.33 -4.55 1.72
C27 -0.27 -2.73 2.07
As2 -0.97 -0.90 1.88
C28 -0.97 -0.55 3.80
C29 -2.91 -1.12 1.83
C30 -0.56 -4.45 0.15
As3 -2.27 -3.68 -0.49
C31 -2.62 -5.01 -1.88
C32 -3.42 -4.45 0.88
H21 2.67 -2.67 -2.46
H22 3.37 -1.29 -1.57
H23 2.57 -1.03 -3.15
H24 0.07 -3.46 -2.65
H25 0.07 -1.98 -3.63
H26 -1.27 -2.29 -2.51
H27 2.02 -2.16 0.70
H28 1.98 -3.45 -0.47
H29 2.15 -4.02 2.22
H30 1.77 -5.27 1.03
H31 0.77 -5.10 2.47
H32 0.48 -2.57 2.86
H33 -1.08 -3.29 2.54
H34 -1.64 -1.29 4.23
H35 -1.36 0.45 4.01
H36 0.02 -0.65 4.22
H37 -3.14 -1.98 2.47
H38 -3.30 -1.29 0.84
H39 -3.35 -0.23 2.27
H40 -0.83 -5.32 0.75
H41 -0.04 -4.84 -0.72
H42 -1.98 -4.83 -2.74
H43 -3.66 -4.92 -2.19
H44 -2.44 -6.01 -1.49
H45 -3.14 -4.10 1.87
H46 -3.34 -5.54 0.86
H47 -4.46 -4.16 0.70
C33 2.96 1.73 0.53
O1 1.91 0.78 0.30
H48 3.93 1.24 0.40
H49 2.91 2.11 1.55
H50 2.89 2.56 -0.17

Löwdin population analysis, charges in e, atoms 1 to 4:
1 Zr 1.5505
2 C -0.0756
3 N -0.1114
4 C -0.0911

Entry from the Open Molecules 2025 dataset: a cluster of 18 separate species, C40H126N10O18 in total (ωB97M-V with the def2-TZVPD basis set).

The energy above the lowest of the compared OMol25 structures with the same formula, charge and spin is 2.002 eV. Its LUMO energy is -0.00522 Ha. The net charge is 0. The HOMO-LUMO gap comes out at 8.503 eV. As for the HOMO energy: -8.65 eV.

Geometry (Å):
C1 -0.80 0.85 -5.11
C2 -2.24 0.67 -4.63
C3 -2.23 0.44 -3.12
O1 -3.47 -0.09 -2.65
C4 -3.57 -0.02 -1.25
N1 -2.96 1.89 -5.04
H1 -0.33 1.73 -4.68
H2 -0.68 0.74 -6.19
H3 -0.17 0.07 -4.68
H4 -2.74 -0.21 -5.03
H5 -2.03 1.35 -2.54
H6 -1.50 -0.35 -2.91
H7 -2.97 -0.77 -0.72
H8 -4.64 -0.20 -1.08
H9 -3.28 0.95 -0.82
H10 -3.81 1.96 -4.48
H11 -2.40 2.69 -4.73
C5 4.66 -1.54 -2.25
C6 4.33 -2.11 -0.87
C7 4.26 -1.11 0.26
O2 3.38 -0.04 -0.10
C8 3.30 1.10 0.77
N2 3.15 -3.02 -0.95
H12 5.54 -0.89 -2.16
H13 3.88 -0.90 -2.67
H14 4.91 -2.34 -2.94
H15 5.18 -2.78 -0.74
H16 5.28 -0.79 0.52
H17 3.77 -1.50 1.17
H18 2.68 1.81 0.24
H19 4.33 1.41 0.98
H20 2.86 0.75 1.71
H21 2.77 -3.02 0.00
H22 2.38 -2.50 -1.39
C9 7.58 1.79 -3.48
C10 6.13 2.15 -3.16
C11 5.18 1.50 -4.18
O3 3.85 1.77 -3.86
C12 2.90 1.25 -4.78
N3 5.84 1.86 -1.76
H23 8.19 2.15 -2.65
H24 7.97 2.31 -4.35
H25 7.63 0.70 -3.56
H26 6.08 3.22 -3.40
H27 5.35 0.41 -4.14
H28 5.59 1.84 -5.14
H29 1.93 1.30 -4.30
H30 3.10 0.21 -5.06
H31 2.90 1.89 -5.67
H32 6.00 0.85 -1.71
H33 4.85 2.03 -1.64
C13 -1.01 -4.63 3.12
C14 -0.19 -5.92 3.13
C15 -1.04 -7.18 3.24
O4 -0.34 -8.36 3.54
C16 0.16 -8.46 4.86
N4 0.60 -5.88 1.90
H34 -1.51 -4.56 2.15
H35 -0.35 -3.76 3.08
H36 -1.68 -4.51 3.96
H37 0.56 -5.82 3.92
H38 -1.54 -7.33 2.28
H39 -1.84 -6.99 3.98
H40 0.73 -9.39 4.91
H41 -0.69 -8.51 5.55
H42 0.78 -7.60 5.14
H43 0.13 -5.88 1.00
H44 1.22 -6.68 1.89
C17 -5.69 -2.99 0.77
C18 -5.38 -3.41 2.19
C19 -5.31 -4.92 2.44
O5 -6.34 -5.67 1.83
C20 -7.58 -5.50 2.46
N5 -4.05 -2.90 2.56
H45 -6.65 -3.34 0.36
H46 -5.04 -3.37 -0.04
H47 -5.65 -1.91 0.65
H48 -6.08 -2.93 2.88
H49 -5.16 -5.15 3.50
H50 -4.34 -5.20 2.01
H51 -7.71 -6.05 3.40
H52 -8.33 -5.77 1.72
H53 -7.82 -4.47 2.75
H54 -3.37 -3.19 1.87
H55 -4.05 -1.89 2.56
C21 2.05 1.78 4.40
C22 1.96 1.86 5.93
C23 0.57 1.73 6.58
O6 0.72 2.22 7.90
C24 -0.56 2.31 8.52
N6 2.87 0.89 6.53
H56 1.65 0.83 4.03
H57 3.10 1.78 4.12
H58 1.52 2.63 3.96
H59 2.24 2.88 6.22
H60 0.34 0.66 6.59
H61 -0.18 2.24 5.96
H62 -0.47 3.01 9.36
H63 -1.02 1.40 8.89
H64 -1.20 2.90 7.86
H65 3.83 1.21 6.37
H66 2.85 1.08 7.53
C25 -1.07 -0.67 1.33
C26 -0.59 0.72 1.79
C27 -0.49 1.81 0.75
O7 -0.16 1.32 -0.56
C28 0.12 2.39 -1.43
N7 -1.57 1.17 2.81
H67 -0.52 -1.04 0.46
H68 -2.16 -0.73 1.24
H69 -0.78 -1.41 2.08
H70 0.39 0.55 2.25
H71 0.21 2.58 1.07
H72 -1.45 2.30 0.57
H73 1.01 2.96 -1.15
H74 -0.72 3.08 -1.57
H75 0.34 1.90 -2.38
H76 -2.49 0.85 2.49
H77 -1.37 0.53 3.58
C29 2.47 5.63 -1.19
C30 3.79 6.31 -1.66
C31 4.82 5.75 -0.72
O8 6.12 5.97 -1.23
C32 7.08 5.10 -0.69
N8 4.04 5.77 -3.04
H78 1.60 5.99 -1.74
H79 2.38 5.87 -0.13
H80 2.54 4.56 -1.37
H81 3.68 7.39 -1.61
H82 4.70 4.66 -0.62
H83 4.70 6.06 0.33
H84 6.90 4.06 -0.99
H85 7.25 5.08 0.39
H86 8.04 5.40 -1.12
H87 5.04 5.57 -3.04
H88 3.56 4.88 -3.13
C33 0.41 4.97 -7.02
C34 -0.80 4.57 -6.16
C35 -0.70 4.93 -4.71
O9 -1.76 4.35 -3.92
C36 -2.61 5.31 -3.32
N9 -2.02 5.18 -6.75
H89 1.29 4.33 -6.91
H90 0.76 5.98 -6.77
H91 0.09 4.93 -8.06
H92 -0.89 3.49 -6.30
H93 -0.43 5.96 -4.51
H94 0.17 4.34 -4.36
H95 -2.12 6.27 -3.14
H96 -2.89 4.89 -2.35
H97 -3.53 5.47 -3.90
H98 -2.09 4.88 -7.72
H99 -2.83 4.74 -6.33
C37 -3.04 -7.56 -2.74
C38 -1.92 -6.79 -2.03
C39 -2.30 -5.66 -1.11
O10 -1.11 -5.08 -0.61
C40 -1.17 -3.67 -0.56
N10 -1.09 -7.82 -1.28
H100 -3.40 -8.37 -2.12
H101 -2.75 -7.91 -3.74
H102 -3.80 -6.84 -3.07
H103 -1.20 -6.52 -2.81
H104 -2.86 -6.08 -0.26
H105 -2.98 -4.97 -1.62
H106 -1.14 -3.29 -1.59
H107 -0.32 -3.21 -0.06
H108 -2.04 -3.27 -0.04
H109 -0.40 -7.34 -0.73
H110 -0.59 -8.27 -2.04
O11 -4.63 1.06 4.60
H111 -3.68 0.99 4.79
H112 -5.04 1.22 5.46
O12 -4.37 0.22 1.94
H113 -4.31 1.19 1.74
H114 -4.78 0.17 2.81
O13 1.19 -0.73 -1.84
H115 1.91 -0.33 -1.33
H116 0.39 -0.36 -1.44
O14 0.89 -1.80 4.07
H117 1.40 -2.12 3.31
H118 1.55 -1.67 4.77
O15 -2.29 -0.73 5.30
H119 -1.51 -1.18 4.93
H120 -2.95 -1.43 5.36
O16 -4.21 2.94 1.36
H121 -4.19 3.44 0.54
H122 -4.80 3.45 1.94
O17 -0.77 5.23 -0.28
H123 -1.59 5.36 -0.77
H124 -1.02 5.37 0.65
O18 -2.06 4.59 2.33
H125 -1.82 4.40 3.24
H126 -2.22 3.72 1.95

Löwdin population analysis, charges in e, atoms 1 to 4:
1 C -0.0678
2 C -0.3960
3 C -0.1912
4 O -0.1737

Entry from the Open Molecules 2025 dataset: a cluster of 2 separate species, C4H11BrP in total (ωB97M-V with the def2-TZVPD basis set).

The energy above the lowest of the compared OMol25 structures with the same formula, charge and spin is 4.947 eV. Its LUMO energy (spin up / spin down) is -0.20748 / -0.19687 Ha. The net charge is +1. The HOMO-LUMO gap (spin up / spin down) comes out at 9.375 / 8.015 eV. As for the HOMO energy (spin up / spin down): -15.02 / -13.37 eV.

Geometry (Å):
C1 1.61 0.77 0.41
C2 -1.50 0.31 1.40
C3 0.08 -1.72 -0.20
C4 -0.80 0.75 -1.32
P1 -0.06 0.03 0.07
Br1 -0.81 2.61 -1.43
H1 1.71 1.33 -0.47
H2 2.32 0.03 0.23
H3 1.53 1.13 1.43
H4 -1.15 0.33 2.38
H5 -2.17 -0.58 1.15
H6 -1.84 1.33 1.07
H7 -0.81 -2.18 -0.36
H8 0.39 -2.23 0.71
H9 0.97 -1.96 -0.80
H10 1.54 -0.17 -1.94
H11 -1.01 0.23 -2.33

Löwdin population analysis, charges in e, atoms 1 to 4:
1 C -0.1640
2 C -0.0999
3 C -0.2068
4 C -0.7562

Entry from the Open Molecules 2025 dataset: a cluster of 2 separate species, C6H14O2 in total (ωB97M-V with the def2-TZVPD basis set).

The energy above the lowest of the compared OMol25 structures with the same formula, charge and spin is 1.498 eV. Its LUMO energy is 0.02453 Ha. As for the structure (SMILES): CCCCCC=O.O. The net charge is 0. The HOMO-LUMO gap comes out at 10.671 eV. As for the HOMO energy: -10.00 eV.

Geometry (Å):
C1 0.78 -1.75 0.35
C2 1.98 -0.75 0.42
C3 1.62 0.79 0.41
C4 0.16 1.17 0.29
C5 -0.29 1.11 -1.19
C6 -1.76 1.33 -1.37
O1 -2.31 2.33 -0.98
H1 0.87 -2.37 -0.54
H2 -0.19 -1.25 0.22
H3 0.77 -2.35 1.26
H4 2.60 -0.94 -0.44
H5 2.43 -0.93 1.38
H6 2.19 1.22 -0.42
H7 2.05 1.25 1.28
H8 -0.13 2.15 0.68
H9 -0.49 0.57 0.93
H10 0.21 1.90 -1.76
H11 0.06 0.18 -1.66
H12 -2.37 0.57 -1.91
O2 -3.01 -1.49 1.26
H13 -2.96 -0.73 0.66
H14 -2.21 -2.01 1.12

Löwdin population analysis, charges in e, atoms 1 to 4:
1 C -0.1022
2 C -0.1993
3 C -0.2010
4 C -0.2240

Entry from the Open Molecules 2025 dataset: a cluster of 2 separate species, C3H4F2NPS in total (ωB97M-V with the def2-TZVPD basis set).

The energy above the lowest of the compared OMol25 structures with the same formula, charge and spin is 2.729 eV. Its LUMO energy (spin up / spin down) is -0.03210 / -0.05523 Ha. The net charge is 0. The HOMO-LUMO gap (spin up / spin down) comes out at 7.342 / 5.899 eV. As for the HOMO energy (spin up / spin down): -8.22 / -7.40 eV.

Geometry (Å):
C1 -1.85 -1.57 -0.89
C2 -0.28 0.11 -1.06
C3 0.36 -0.75 -0.08
N1 -1.69 -0.32 -1.08
F1 -1.34 2.36 -2.11
F2 -2.89 2.05 -0.24
P1 -2.77 1.77 -1.84
S1 -0.51 -2.36 -0.26
H1 -0.25 1.15 -0.88
H2 0.27 -0.01 -2.03
H3 1.44 -0.87 -0.10
H4 0.06 -0.51 0.95

Löwdin population analysis, charges in e, atoms 1 to 4:
1 C -0.5269
2 C -0.3631
3 C -0.4570
4 N -0.2033